No. 1
DFT (ωB97M-V/def2-TZVPD) results for C41H37Zr as an isolated structure in a non-equilibrium geometry.

**2S+1**: 1
**Gap between HOMO and LUMO**: 2.99 eV
**Charge**: -1
**Largest force on an atom**: 0.0972 hartree/bohr

Geometry as XYZ:
```
79
C41H37Zr ωB97M-V/def2-TZVPD
Zr -0.92830 0.89427 -2.90570
C -0.47331 2.30463 -4.63281
C -2.77605 -0.68196 -4.84080
C -2.40239 -3.47572 -4.95482
C 3.34434 1.02809 4.06994
C -0.51773 3.33274 -2.54441
C 0.79989 2.11503 -4.03372
C 4.97972 -3.75902 3.71843
C -2.66712 -2.89692 -3.71553
C 0.13468 4.01450 -0.30289
C -3.06289 -0.60843 -2.51096
C 2.66441 -2.99959 3.77752
C -2.81640 0.05940 3.07408
C 0.72921 -1.13390 2.49898
C -1.29090 3.04587 -3.72962
C 2.35268 0.66815 3.11724
C -4.07456 -0.41800 3.42499
C 2.02223 3.03526 2.65528
C -3.24821 0.71780 -3.02273
C 1.72128 1.69542 2.42422
C 0.79905 2.78885 -2.73875
C 4.37852 -1.56428 2.88147
C -0.86082 3.88956 -1.26855
C 3.00869 -1.77453 3.18585
C -2.56635 -1.30986 -6.07061
C 3.69163 2.38088 4.26762
C 2.99357 3.37971 3.58604
C 1.43765 3.53281 -0.54806
C 1.78211 2.89930 -1.71317
C 3.63721 -3.97789 4.04706
C -1.80984 -0.84661 2.71305
C -0.55461 0.14047 0.74073
C -0.46873 -0.27710 2.10556
C -4.33274 -1.78861 3.50280
C -2.85472 -1.49990 -3.64381
C -2.92885 0.69566 -4.43032
C 5.33713 -2.55193 3.12703
C -2.01305 -2.21409 2.89404
C 0.29002 -0.72932 -3.59201
C -2.35632 -2.69636 -6.12294
C 1.97470 -0.75215 2.88419
C -3.27453 -2.68578 3.24337
H 3.83924 0.26529 4.67722
H 0.04387 -1.70923 -3.12848
H -4.89008 0.28559 3.61180
H -0.42662 0.77867 2.45688
H -1.21159 -2.93804 2.80027
H 1.69519 1.63420 -4.45597
H 0.25509 -0.89282 -4.69468
H 6.38453 -2.35509 2.85713
H -1.09690 1.13828 0.69936
H 0.98458 1.45000 1.67278
H -2.61773 1.11907 3.10265
H -1.87453 4.25450 -1.11452
H 3.20427 4.42394 3.78375
H 0.54625 -2.19336 2.48174
H 1.36253 -0.52097 -3.33217
H -3.64629 1.56949 -2.45037
H -3.18330 1.48604 -5.12306
H 3.33584 -4.90845 4.52221
H 2.19598 3.68964 0.22470
H -2.55617 -0.70746 -6.99709
H 0.43722 0.27787 0.26296
H 2.78403 2.50511 -1.89194
H 4.48601 2.62980 4.96986
H -2.73294 -3.47560 -2.80656
H -3.46043 -3.75859 3.28793
H 4.69281 -0.61163 2.43770
H -5.34214 -2.17331 3.73905
H -0.07824 4.51599 0.63056
H -0.73778 2.00213 -5.66135
H -2.15498 -3.18508 -7.07721
H -2.23627 -4.54161 -5.02510
H 5.72361 -4.51701 3.91973
H -2.28917 3.46592 -3.91786
H -3.20560 -0.95054 -1.49332
H -1.11897 -0.64255 0.25412
H 1.62193 -3.17425 4.06716
H 1.46650 3.78758 2.09280
```

***

No. 2
DFT (ωB97M-V/def2-TZVPD) results for one molecule with the formula C5H5NOS in a non-equilibrium geometry.

**2S+1**: 1
**Gap between HOMO and LUMO**: 8.89 eV
**Charge**: 0
**Largest force on an atom**: 0.0407 hartree/bohr
**SMILES**: C#C/C=N\SC(C)=O

Geometry as XYZ:
```
13
C5H5NOS ωB97M-V/def2-TZVPD
S 0.22213 -1.11740 -0.75385
O 0.81390 0.32641 1.37545
N -0.91625 -1.70456 0.32790
C 1.19377 -0.07681 0.29342
C -1.99088 -1.04901 0.60413
C 2.52212 0.28117 -0.30583
C -2.30097 0.19870 -0.03988
C -2.57688 1.25424 -0.56031
H 3.07461 0.89242 0.47438
H 2.38466 0.88422 -1.22738
H -2.71807 -1.44785 1.32761
H 3.09960 -0.60668 -0.48555
H -2.80775 2.16516 -1.03009
```